Molecular formula: CH3NOS
Method: DFT, ωB97M-V/def2-TZVPD

```
7
CH3NOS (ωB97M-V/def2-TZVPD)
O -2.25 -0.10 -0.08
C -1.21 0.37 0.13
N -0.02 -0.47 0.13
S 1.54 0.14 -0.11
H -1.17 1.54 0.19
H -0.44 -1.28 -0.44
H 2.39 -0.54 0.99
```

Properties
2S+1: 1
Largest force on an atom, eV/A: 4.4
Relative energy (zero: lowest compared OMol25 entry of this formula, charge and spin), kJ/mol: 170.1
DFT total energy, Eh: -568.03596
SMILES: O=CNS

These are the Mulliken partial charges, in e, on atoms 1 to 6: O -0.4215; C 0.1153; N -0.2737; S -0.1593; H 0.2863; H 0.2977


Molecular formula: CH3NOS
Method: DFT, ωB97M-V/def2-TZVPD

```
7
CH3NOS (ωB97M-V/def2-TZVPD)
O 1.18 -1.01 0.03
N 0.58 0.21 -0.15
C -0.68 0.52 0.03
S -1.90 -0.58 -0.04
H 0.44 -1.65 -0.03
H 1.30 0.93 -0.06
H -0.93 1.58 0.23
```

Properties
2S+1: 1
Largest force on an atom, eV/A: 2.6
Relative energy (zero: lowest compared OMol25 entry of this formula, charge and spin), kJ/mol: 226.6
DFT total energy, Eh: -568.01444
SMILES: ONC=S

These are the Mulliken partial charges, in e, on atoms 1 to 6: O -0.3337; N -0.1171; C 0.0282; S -0.4175; H 0.3100; H 0.2620


Molecular formula: CH3NP2
Method: DFT, ωB97M-V/def2-TZVPD

```
7
CH3NP2 (ωB97M-V/def2-TZVPD)
C -3.09 0.08 -0.15
N -4.13 0.40 0.06
P 0.07 0.80 -0.08
P -1.03 -0.98 -0.07
H 1.20 0.44 -0.90
H -0.83 0.91 -1.19
H -1.23 -1.14 1.44
```

Properties
2S+1: 1
Largest force on an atom, eV/A: 9.5
Relative energy (zero: lowest compared OMol25 entry of this formula, charge and spin), kJ/mol: 168.9
DFT total energy, Eh: -777.24683

These are the Mulliken partial charges, in e, on atoms 1 to 6: C -0.0317; N -0.3063; P -0.0652; P 0.0830; H 0.0874; H 0.1112


Molecular formula: CH3NS2
Method: DFT, ωB97M-V/def2-TZVPD

```
7
CH3NS2 (ωB97M-V/def2-TZVPD)
N 0.67 0.39 0.86
C -0.29 0.24 -0.06
S -1.26 1.37 -0.75
S -0.32 -1.48 -0.51
H 1.02 1.41 1.07
H 1.38 -0.39 1.05
H -1.20 -1.53 -1.66
```

Properties
2S+1: 1
Largest force on an atom, eV/A: 3.6
Relative energy (zero: lowest compared OMol25 entry of this formula, charge and spin), kJ/mol: 34.8
DFT total energy, Eh: -891.01505
SMILES: NC(=S)S

These are the Mulliken partial charges, in e, on atoms 1 to 6: N -0.4920; C 0.4439; S -0.3165; S -0.3108; H 0.2691; H 0.2260


Molecular formula: CH3NS2
Method: DFT, ωB97M-V/def2-TZVPD

```
7
CH3NS2 (ωB97M-V/def2-TZVPD)
C 1.87 1.06 0.84
N -1.37 -0.58 -0.82
S 2.45 0.19 -0.28
S 1.19 1.78 1.98
H -2.21 -1.22 -1.00
H -0.58 -1.10 -0.87
H -1.34 -0.14 0.14
```

Properties
2S+1: 1
Largest force on an atom, eV/A: 3.9
Relative energy (zero: lowest compared OMol25 entry of this formula, charge and spin), kJ/mol: 30.3
DFT total energy, Eh: -891.01678

These are the Mulliken partial charges, in e, on atoms 1 to 6: C 0.5898; N -0.6234; S -0.2831; S -0.3116; H 0.2220; H 0.1939


Molecular formula: CH3NSi
Method: DFT, ωB97M-V/def2-TZVPD

```
6
CH3NSi (ωB97M-V/def2-TZVPD)
N -0.73 -2.11 -0.94
C -0.53 -0.98 -0.91
Si 0.06 0.59 -0.04
H 0.46 -0.18 1.16
H 1.36 1.01 0.01
H -0.63 1.67 0.72
```

Properties
2S+1: 1
Largest force on an atom, eV/A: 3.3
Relative energy (zero: lowest compared OMol25 entry of this formula, charge and spin), kJ/mol: 137.6
DFT total energy, Eh: -384.06398
SMILES: N#C[SiH3]

The computed Mulliken charges, all in e, follow: N -0.3135; C 0.1444; Si 0.3043; H -0.0644; H -0.0419; H -0.0288


Molecular formula: CH3O2
Method: DFT, ωB97M-V/def2-TZVPD

```
6
CH3O2 (ωB97M-V/def2-TZVPD)
O -0.59 -0.70 -1.10
C -0.30 0.19 -0.21
O 1.06 -0.02 0.45
H -1.00 0.23 0.67
H -0.18 1.26 -0.51
H 1.01 -0.95 0.70
```

Properties
2S+1: 1
Largest force on an atom, eV/A: 0.6
Relative energy (zero: lowest compared OMol25 entry of this formula, charge and spin), kJ/mol: 6.3
Total charge: -1
DFT total energy, Eh: -190.37102
SMILES: [O-]CO

The computed Mulliken charges, all in e, follow: O -0.8020; C -0.1850; O -0.5000; H 0.1519; H 0.0972; H 0.2380


Molecular formula: CH3O2
Method: DFT, ωB97M-V/def2-TZVPD

```
6
CH3O2 (ωB97M-V/def2-TZVPD)
O 0.54 -1.08 -0.42
H -0.20 -1.29 -1.06
O 0.80 1.43 -0.05
C 0.03 0.39 0.21
H -0.07 0.00 1.30
H -1.09 0.56 0.02
```

Properties
2S+1: 2
Largest force on an atom, eV/A: 4.0
Relative energy (zero: lowest compared OMol25 entry of this formula, charge and spin), kJ/mol: 50.9
Expectation value of S²: 0.756
DFT total energy, Eh: -190.25892

The computed Mulliken charges, all in e, follow: O -0.5372; H 0.2915; O -0.2412; C -0.0237; H 0.2453; H 0.2654


Molecular formula: CH3O2P
Method: DFT, ωB97M-V/def2-TZVPD

```
7
CH3O2P (ωB97M-V/def2-TZVPD)
C -0.06 -0.72 0.42
P 0.11 0.77 -0.56
O 0.26 2.04 0.02
O -0.13 0.89 -1.94
H 0.85 -0.92 1.07
H -0.24 -1.61 -0.22
H -0.80 -0.44 1.21
```

Properties
2S+1: 1
Largest force on an atom, eV/A: 6.1
Relative energy (zero: lowest compared OMol25 entry of this formula, charge and spin), kJ/mol: 41.9
DFT total energy, Eh: -531.73953
SMILES: CP(=O)=O

These are the Mulliken partial charges, in e, on atoms 1 to 6: C -0.7135; P 0.8718; O -0.5289; O -0.5179; H 0.3063; H 0.3011


Molecular formula: CH3O2S
Method: DFT, ωB97M-V/def2-TZVPD

```
7
CH3O2S (ωB97M-V/def2-TZVPD)
C 0.06 -0.43 -1.09
O -1.36 -0.12 2.07
O 2.48 0.83 -1.40
S 1.18 0.68 -0.69
H -0.72 -0.38 1.36
H 0.31 -1.11 -2.03
H -1.94 0.52 1.78
```

Properties
2S+1: 1
Largest force on an atom, eV/A: 4.0
Relative energy (zero: lowest compared OMol25 entry of this formula, charge and spin), kJ/mol: 295.8
Total charge: -1
DFT total energy, Eh: -588.52991

These are the Mulliken partial charges, in e, on atoms 1 to 6: C -0.6659; O -0.6874; O -0.6020; S 0.1305; H 0.3529; H 0.1762


Molecular formula: CH3O2S2
Method: DFT, ωB97M-V/def2-TZVPD

```
8
CH3O2S2 (ωB97M-V/def2-TZVPD)
C -0.13 1.58 0.13
O 0.35 -1.10 -1.64
O -1.28 -1.97 0.07
S 1.40 -1.84 1.03
S 0.00 -1.22 -0.20
H -0.26 1.75 1.12
H 0.85 1.64 -0.06
H -0.92 1.16 -0.44
```

Properties
2S+1: 1
Largest force on an atom, eV/A: 3.6
Relative energy (zero: lowest compared OMol25 entry of this formula, charge and spin), kJ/mol: 305.9
Total charge: -1
DFT total energy, Eh: -986.70919

These are the Mulliken partial charges, in e, on atoms 1 to 6: C -1.0631; O -0.5132; O -0.5334; S -0.4656; S 0.5489; H 0.3255


Molecular formula: CH3O3PS
Method: DFT, ωB97M-V/def2-TZVPD

```
9
CH3O3PS (ωB97M-V/def2-TZVPD)
C 1.15 0.23 -0.43
O -2.29 0.48 -0.94
O -1.38 0.09 1.25
O 0.90 -1.93 1.12
P -2.46 0.78 0.48
S 0.03 -1.21 0.20
H 1.21 1.04 0.34
H 2.04 -0.15 -0.60
H 0.80 0.68 -1.41
```

Properties
2S+1: 1
Largest force on an atom, eV/A: 5.5
Relative energy (zero: lowest compared OMol25 entry of this formula, charge and spin), kJ/mol: 190.8
DFT total energy, Eh: -1005.12552

These are the Mulliken partial charges, in e, on atoms 1 to 6: C -0.8554; O -0.4859; O -0.3782; O -0.4146; P 0.3475; S 0.7741


Molecular formula: CH3O3PS
Method: DFT, ωB97M-V/def2-TZVPD

```
9
CH3O3PS (ωB97M-V/def2-TZVPD)
C -0.20 -0.24 -0.02
O -0.48 -0.33 1.34
O -0.23 1.06 -0.49
O -1.07 -0.99 -0.79
P 1.42 -1.19 -0.17
S 3.26 0.77 -0.10
H -1.43 -0.26 1.51
H 0.45 1.59 -0.05
H -1.70 -0.41 -1.23
```

Properties
2S+1: 1
Largest force on an atom, eV/A: 5.2
Relative energy (zero: lowest compared OMol25 entry of this formula, charge and spin), kJ/mol: 449.6
DFT total energy, Eh: -1005.02696

These are the Mulliken partial charges, in e, on atoms 1 to 6: C 0.6109; O -0.4324; O -0.4796; O -0.5029; P 0.1696; S -0.3312


Molecular formula: CH3O3S
Method: DFT, ωB97M-V/def2-TZVPD

```
8
CH3O3S (ωB97M-V/def2-TZVPD)
C 0.50 -1.20 0.30
O 1.52 0.53 -1.58
O -0.99 0.26 -1.50
O -1.07 -0.19 1.46
S 0.32 0.29 -0.75
H 1.25 -1.07 1.12
H -1.86 -0.21 1.07
H 0.35 1.60 -0.11
```

Properties
2S+1: 1
Largest force on an atom, eV/A: 6.9
Relative energy (zero: lowest compared OMol25 entry of this formula, charge and spin), kJ/mol: 537.7
Total charge: -1
DFT total energy, Eh: -663.66656

These are the Mulliken partial charges, in e, on atoms 1 to 6: C -0.2714; O -0.6325; O -0.6121; O -0.7738; S 0.8374; H 0.1413


Molecular formula: CH3O4P
Method: DFT, ωB97M-V/def2-TZVPD

```
9
CH3O4P (ωB97M-V/def2-TZVPD)
O -3.07 -0.22 0.66
P -1.73 -0.29 1.14
O -0.84 0.31 -0.08
C 0.49 0.37 -0.12
O 1.15 0.10 1.06
O 0.90 -0.53 -1.09
H 0.79 1.38 -0.51
H 1.88 -0.60 0.82
H 0.44 -0.52 -1.88
```

Properties
2S+1: 1
Largest force on an atom, eV/A: 4.1
Relative energy (zero: lowest compared OMol25 entry of this formula, charge and spin), kJ/mol: 143.9
DFT total energy, Eh: -682.23947
SMILES: O=POC(O)O

These are the Mulliken partial charges, in e, on atoms 1 to 6: O -0.4540; P 0.4281; O -0.1899; C 0.4278; O -0.5127; O -0.5585


Molecular formula: CH3O4S
Method: DFT, ωB97M-V/def2-TZVPD

```
9
CH3O4S (ωB97M-V/def2-TZVPD)
C 1.19 0.08 -0.69
O -1.51 0.54 2.30
O -1.87 -0.14 -0.12
O 0.97 -0.91 -1.44
O 0.55 -0.09 0.99
S -0.89 -0.42 1.36
H 0.67 1.08 -0.92
H 2.26 0.27 -0.53
H -1.37 -0.42 -0.95
```

Properties
2S+1: 1
Largest force on an atom, eV/A: 3.2
Relative energy (zero: lowest compared OMol25 entry of this formula, charge and spin), kJ/mol: 171.3
Total charge: -1
DFT total energy, Eh: -739.06015

These are the Mulliken partial charges, in e, on atoms 1 to 6: C -0.1653; O -0.5609; O -0.5903; O -0.6491; O -0.4115; S 0.5858


Molecular formula: CH3O4Si
Method: DFT, ωB97M-V/def2-TZVPD

```
9
CH3O4Si (ωB97M-V/def2-TZVPD)
C -3.24 -0.30 -0.24
O -3.24 -0.08 0.97
O -4.13 -0.82 -0.93
O -0.30 -0.15 0.19
O 2.59 -0.26 -0.10
Si -1.65 0.53 0.04
H 2.45 0.64 0.16
H 1.73 -0.55 -0.10
H -2.01 1.95 0.48
```

Properties
2S+1: 1
Largest force on an atom, eV/A: 5.3
Relative energy (zero: lowest compared OMol25 entry of this formula, charge and spin), kJ/mol: 199.8
Total charge: -1
DFT total energy, Eh: -630.45603

These are the Mulliken partial charges, in e, on atoms 1 to 6: C 0.3854; O -0.3870; O -0.6581; O -0.5491; O -0.6389; Si 0.2731


Molecular formula: CH3O4Si
Method: DFT, ωB97M-V/def2-TZVPD

```
9
CH3O4Si (ωB97M-V/def2-TZVPD)
O 2.78 -0.50 1.54
C 1.73 -1.10 1.06
O 1.63 -2.28 0.70
Si 0.16 -0.03 0.59
O 0.19 1.64 0.47
O -0.04 -0.58 -0.97
H -1.17 -0.32 1.41
H -0.51 1.89 -0.08
H 0.33 -1.38 -1.26
```

Properties
2S+1: 1
Largest force on an atom, eV/A: 3.8
Relative energy (zero: lowest compared OMol25 entry of this formula, charge and spin), kJ/mol: 64.4
Total charge: -1
DFT total energy, Eh: -630.50758
SMILES: O=C([O-])[SiH](O)O

These are the Mulliken partial charges, in e, on atoms 1 to 6: O -0.6988; C 0.4157; O -0.6490; Si 0.4482; O -0.4623; O -0.4881


Molecular formula: CH3OPS
Method: DFT, ωB97M-V/def2-TZVPD

```
7
CH3OPS (ωB97M-V/def2-TZVPD)
C 0.39 -0.94 -0.14
O -0.94 1.49 0.09
P 0.49 0.71 -0.44
S -2.41 0.85 0.33
H -0.15 -1.74 -0.70
H 1.31 -1.47 0.23
H 1.32 1.11 0.62
```

Properties
2S+1: 1
Largest force on an atom, eV/A: 3.6
Relative energy (zero: lowest compared OMol25 entry of this formula, charge and spin), kJ/mol: 333.1
DFT total energy, Eh: -854.54636

These are the Mulliken partial charges, in e, on atoms 1 to 6: C -0.5301; O -0.2680; P 0.2306; S -0.0222; H 0.2809; H 0.2648


Molecular formula: CH3P3
Method: DFT, ωB97M-V/def2-TZVPD

```
7
CH3P3 (ωB97M-V/def2-TZVPD)
C -0.38 1.20 -0.27
P 1.34 1.43 -0.22
P 2.02 -1.27 -0.22
P 0.03 -0.69 0.03
H -1.31 1.63 0.13
H -0.99 -1.46 -0.73
H -0.71 -0.84 1.28
```

Properties
2S+1: 1
Largest force on an atom, eV/A: 4.9
Relative energy (zero: lowest compared OMol25 entry of this formula, charge and spin), kJ/mol: 209.5
DFT total energy, Eh: -1063.79706

These are the Mulliken partial charges, in e, on atoms 1 to 6: C -0.3100; P -0.0411; P -0.1089; P -0.1111; H 0.3742; H 0.0942